1.
{
  "formula": "C19H17Cl2N3O5S",
  "method": "the ωB97M-V functional and the def2-TZVPD basis",
  "e_lumo_ev": 0.45,
  "total_energy_ev": -70567.133,
  "symbols": ["C", "C", "C", "C", "N", "O", "C", "C", "C", "C", "C", "C", "Cl", "H", "H", "H", "Cl", "C", "O", "N", "C", "H", "C", "O", "N", "C", "C", "O", "O", "H", "H", "C", "C", "H", "H", "H", "C", "H", "H", "H", "S", "C", "H", "H", "H", "H", "H"],
  "coordinates": [[0.0845, -3.3173, 3.4905], [-0.6609, -2.0492, 3.3562], [-0.3292, -0.8688, 2.7312], [-1.4807, -0.0496, 2.9385], [-2.3862, -0.7051, 3.6137], [-1.8909, -1.9379, 3.8685], [-1.6623, 1.3448, 2.5196], [-2.6466, 1.7082, 1.6011], [-2.8054, 3.0258, 1.2032], [-1.9723, 3.9996, 1.7237], [-0.9815, 3.6672, 2.6309], [-0.8301, 2.3477, 3.0218], [0.4090, 1.9267, 4.1475], [-0.3264, 4.4212, 3.0355], [-2.0924, 5.0262, 1.4157], [-3.5724, 3.2780, 0.4893], [-3.6504, 0.4834, 0.9179], [0.9168, -0.5684, 2.0068], [1.9774, -1.1114, 2.2276], [0.7634, 0.3812, 1.0419], [1.8280, 0.6964, 0.1428], [2.6984, 1.0737, 0.6851], [1.3512, 1.5118, -1.0669], [0.7644, 2.5442, -1.2200], [1.8061, 0.5640, -1.9434], [1.2271, 0.0282, -3.1402], [2.3361, -0.4929, -4.0457], [3.3892, -0.9223, -3.6700], [1.9917, -0.4030, -5.3308], [2.7013, -0.7392, -5.9027], [0.6669, 0.8025, -3.6704], [0.2663, -1.1089, -2.6734], [-1.0990, -0.5223, -2.3349], [-1.6995, -1.2620, -1.8110], [-1.0036, 0.3549, -1.6974], [-1.6196, -0.2312, -3.2454], [0.1451, -2.2414, -3.6807], [-0.5768, -2.9710, -3.3227], [1.0998, -2.7460, -3.8106], [-0.1896, -1.8578, -4.6426], [1.0303, -1.7875, -1.1104], [2.1762, -0.3848, -0.9200], [3.2021, -0.7473, -0.9581], [-0.1541, 0.7397, 0.8266], [-0.3504, -4.0755, 2.8397], [1.1194, -3.1482, 3.2064], [0.0294, -3.6765, 4.5155]],
  "mulliken_charge": [-1.356, -0.458, 1.632, -0.360, -0.691, -0.184, -0.566, 1.000, -0.712, -0.398, -0.746, 1.260, -0.179, 0.465, 0.396, 0.450, -0.174, 0.113, -0.689, 0.644, -0.311, 0.435, -0.216, -0.605, 0.200, -0.287, -0.081, -0.553, -0.443, 0.366, 0.581, 1.381, -1.513, 0.403, 0.245, 0.421, -1.809, 0.484, 0.446, 0.370, -0.272, -0.035, 0.435, -0.122, 0.312, 0.334, 0.387]
}



2.
{
  "formula": "C51H71As2BGe2N4O5Ti",
  "method": "the ωB97M-V functional and the def2-TZVPD basis",
  "e_lumo_ev": -0.06,
  "total_energy_ev": -328742.488,
  "symbols": ["Ti", "C", "C", "Ge", "C", "C", "C", "C", "Ge", "C", "C", "C", "C", "C", "C", "C", "C", "C", "C", "H", "H", "H", "H", "H", "H", "H", "H", "H", "H", "H", "H", "H", "H", "H", "H", "H", "H", "H", "H", "H", "H", "H", "H", "H", "H", "C", "As", "C", "C", "C", "C", "C", "C", "C", "As", "C", "C", "H", "H", "H", "H", "H", "H", "H", "H", "H", "H", "H", "H", "H", "H", "H", "H", "N", "C", "N", "C", "C", "C", "C", "C", "C", "H", "H", "H", "H", "H", "H", "C", "C", "C", "C", "C", "C", "C", "C", "O", "B", "O", "C", "C", "H", "H", "H", "H", "H", "H", "H", "H", "H", "H", "H", "H", "C", "C", "C", "C", "C", "C", "O", "N", "C", "O", "N", "C", "O", "H", "H", "H", "H", "H", "H", "H", "H", "H", "H", "H"],
  "coordinates": [[0.1743, 0.1877, -0.1164], [5.0923, -1.4915, -0.7596], [3.9263, -0.5938, -1.1640], [2.7569, 0.0951, 0.3101], [3.2106, -1.0219, 1.9122], [4.5237, -0.6889, 2.6216], [3.5726, 1.8618, 0.5716], [2.9089, 2.9808, 0.2735], [0.9430, 2.8452, -0.0110], [0.2169, 3.9805, 1.4832], [-0.6070, 5.1872, 1.0374], [0.4212, 3.7422, -1.7007], [1.4728, 4.6123, -2.3844], [3.6396, 4.2823, 0.1854], [4.9171, 4.3276, -0.3800], [5.6239, 5.5155, -0.4763], [5.0681, 6.7001, -0.0125], [3.7935, 6.6790, 0.5338], [3.0883, 5.4876, 0.6196], [5.6175, -1.8861, -1.6341], [4.7838, -2.3492, -0.1554], [5.8272, -0.9439, -0.1685], [3.3119, -1.0929, -1.9164], [4.2970, 0.3074, -1.6506], [3.1868, -2.0805, 1.6252], [2.3953, -0.8967, 2.6262], [5.3962, -0.9561, 2.0269], [4.6103, -1.2130, 3.5781], [4.5928, 0.3795, 2.8349], [4.6389, 1.9289, 0.8010], [1.0688, 4.3043, 2.0856], [-0.3874, 3.3580, 2.1397], [-0.0574, 5.8324, 0.3472], [-0.9132, 5.8033, 1.8872], [-1.5201, 4.8854, 0.5208], [-0.4806, 4.3208, -1.4923], [0.0982, 2.9585, -2.3819], [1.6751, 5.5269, -1.8262], [1.1414, 4.9093, -3.3840], [2.4231, 4.0890, -2.4933], [5.3462, 3.4179, -0.7793], [6.6079, 5.5170, -0.9276], [5.6169, 7.6298, -0.0889], [3.3387, 7.5945, 0.8907], [2.0899, 5.5025, 1.0387], [-3.7174, -2.1416, 1.4064], [-2.7027, -1.3063, -0.0575], [-4.1893, -0.4682, -0.9751], [-2.4259, -2.9487, -1.0878], [-3.4954, -3.6060, -1.6841], [-3.2930, -4.7561, -2.4348], [-2.0135, -5.2642, -2.5882], [-0.9401, -4.6222, -1.9862], [-1.1365, -3.4647, -1.2398], [0.3655, -2.5778, -0.3591], [1.9182, -3.3294, -1.2442], [0.4307, -3.6973, 1.2417], [-4.6095, -2.6203, 1.0027], [-4.0131, -1.3897, 2.1392], [-3.1148, -2.9080, 1.8959], [-5.0439, -1.1422, -1.0237], [-3.8578, -0.1878, -1.9701], [-4.4700, 0.4283, -0.4223], [-4.5007, -3.2152, -1.5823], [-4.1344, -5.2490, -2.9047], [-1.8461, -6.1565, -3.1771], [0.0549, -5.0256, -2.1216], [1.8713, -4.4176, -1.2512], [2.7850, -3.0112, -0.6675], [2.0193, -2.9486, -2.2574], [0.7062, -4.7045, 0.9279], [-0.5481, -3.7430, 1.7161], [1.1654, -3.3088, 1.9450], [-0.9692, -0.8585, 3.9796], [-0.8413, -1.0145, 2.6518], [-0.0465, -0.1425, 2.0822], [0.4117, 0.6596, 3.1587], [1.3543, 1.6829, 3.2094], [1.6308, 2.2450, 4.4374], [0.9996, 1.8096, 5.6128], [0.0867, 0.7772, 5.5885], [-0.1741, 0.2175, 4.3433], [-1.5338, -1.4317, 4.5808], [-1.3612, -1.7963, 2.1346], [1.8830, 2.0167, 2.3311], [2.3604, 3.0415, 4.4930], [1.2431, 2.2824, 6.5547], [-0.3904, 0.4149, 6.4890], [-6.5799, 3.8959, 3.1732], [-6.6987, 4.1034, 1.6639], [-7.9387, 3.3462, 1.1712], [-6.8823, 5.6036, 1.4002], [-5.4655, 3.5965, 0.9145], [-5.4019, 3.7406, -0.4747], [-4.3195, 3.2971, -1.2316], [-3.2900, 2.6935, -0.5468], [-2.1327, 2.1503, -1.0306], [-1.4121, 1.6568, 0.0927], [-2.1938, 1.9203, 1.2517], [-3.3321, 2.5494, 0.8238], [-4.3958, 2.9874, 1.5807], [-7.4742, 4.2836, 3.6640], [-5.7190, 4.4220, 3.5892], [-6.4938, 2.8389, 3.4319], [-8.8313, 3.7019, 1.6905], [-7.8386, 2.2752, 1.3570], [-8.0949, 3.4865, 0.1014], [-7.7476, 5.9787, 1.9507], [-7.0441, 5.8104, 0.3423], [-6.0028, 6.1645, 1.7201], [-6.2248, 4.2147, -0.9940], [-4.2900, 3.4174, -2.3059], [-4.3814, 2.8571, 2.6527], [0.1800, -2.5161, -4.7279], [-0.9806, -1.5755, -5.0087], [-0.7422, -0.1385, -4.5087], [-1.9368, 0.7463, -4.9272], [-1.8146, 2.2047, -4.5145], [0.4986, 0.4012, -5.1772], [0.6312, 0.4379, -6.3810], [1.4739, 0.8544, -4.3348], [1.4593, 0.9017, -2.9378], [2.3765, 1.4506, -2.3766], [0.3988, 0.3071, -2.2643], [-0.6606, -0.1611, -2.9848], [-1.6209, -0.6389, -2.3879], [-0.0486, -3.5274, -5.0649], [0.3874, -2.5746, -3.6572], [1.0901, -2.1937, -5.2376], [-1.8908, -1.9382, -4.5278], [-1.1628, -1.5116, -6.0824], [-2.8308, 0.2973, -4.4894], [-2.0166, 0.6609, -6.0126], [-1.7620, 2.3156, -3.4311], [-2.6795, 2.7690, -4.8657], [-0.9285, 2.6730, -4.9498], [2.2875, 1.2846, -4.7546]],
  "mulliken_charge": [-2.260, -1.627, -0.267, 2.938, 0.203, -1.601, -1.177, 0.124, 3.838, -1.009, -1.594, 0.205, -1.935, -0.116, -0.604, -0.831, -0.414, -1.227, 0.350, 0.368, 0.314, 0.371, 0.072, 0.818, 0.521, 0.177, 0.339, 0.344, 0.233, 0.630, 1.275, 0.611, 0.343, 0.380, 0.169, 0.784, -0.705, 0.370, 0.368, 0.279, 0.413, 0.401, 0.397, 0.407, 0.428, -1.678, 2.079, -1.324, -0.241, -0.848, -1.001, -0.957, -0.908, 0.422, 2.402, -1.563, -1.466, 0.454, 0.442, 0.440, 0.799, -0.008, 0.262, 0.319, 0.431, 0.433, 0.336, 0.754, 0.184, 0.299, 0.546, 0.355, 0.282, -0.048, -0.869, 1.411, -0.843, 0.124, -1.117, -0.717, -1.028, 0.717, 0.302, -0.377, 0.178, 0.556, 0.445, 0.473, -2.052, 1.809, -1.638, -1.658, 0.586, -0.358, -2.047, 0.419, 0.527, -1.292, -0.918, 0.187, -0.800, 0.433, 0.374, 0.362, 0.451, 0.352, 0.336, 0.457, 0.323, 0.371, 0.439, 0.558, 0.531, -1.090, -1.383, 3.113, -1.624, -0.718, -0.876, -0.668, 0.331, -1.331, -0.474, 1.290, -1.885, 0.351, 0.538, 0.036, 0.334, 0.346, 0.529, 0.337, 0.530, -0.168, 0.621, 0.224, 0.330]
}



3.
{
  "formula": "C4H5BrN2O",
  "method": "the ωB97M-V functional and the def2-TZVPD basis",
  "e_lumo_ev": [0.34, 0.34],
  "total_energy_ev": -79294.975,
  "symbols": ["C", "C", "C", "C", "N", "N", "O", "Br", "H", "H", "H", "H", "H"],
  "coordinates": [[-0.6449, 0.4450, 0.0863], [0.1171, 1.2834, 0.8829], [0.1006, -0.5639, -0.6496], [1.3078, 0.8663, 1.3598], [1.4151, -0.5115, -0.4108], [-0.3554, -1.4716, -1.5585], [2.4218, 1.5705, 1.4181], [2.5591, -1.8944, -0.7116], [-1.6804, 0.7300, 0.0674], [-0.3531, 2.0882, 1.3093], [-1.2467, -1.2029, -1.9237], [0.2773, -1.7658, -2.2869], [3.0506, 1.1941, 1.9894]],
  "mulliken_charge": [-0.518, -0.328, 0.740, -0.026, -0.457, -0.519, -0.388, -0.100, 0.306, 0.431, 0.259, 0.203, 0.397]
}



4.
{
  "formula": "C29H52BBeBr3Cl2F5GaK2N3O6S3",
  "method": "the ωB97M-V functional and the def2-TZVPD basis",
  "e_lumo_ev": -7.64,
  "total_energy_ev": -415022.714,
  "total_charge": 1,
  "symbols": ["C", "C", "C", "O", "C", "Ga", "C", "S", "C", "C", "C", "S", "C", "S", "N", "C", "C", "O", "C", "C", "H", "H", "H", "H", "H", "H", "H", "H", "H", "H", "H", "H", "H", "H", "H", "H", "H", "H", "H", "H", "H", "H", "H", "H", "H", "H", "H", "C", "Br", "Br", "Br", "H", "K", "B", "F", "F", "F", "F", "N", "C", "C", "C", "C", "H", "H", "H", "H", "H", "Be", "C", "C", "O", "C", "O", "O", "F", "H", "H", "H", "C", "C", "O", "H", "H", "H", "H", "H", "K", "C", "C", "C", "C", "N", "H", "H", "H", "H", "H", "H", "H", "Cl", "C", "C", "Cl", "H", "H", "H", "H"],
  "coordinates": [[-1.9459, -1.8344, 0.3456], [-0.5837, -1.3541, -0.3157], [0.6807, -1.3881, 0.6494], [0.3829, -1.2305, 2.0378], [0.6768, -2.3921, 2.8162], [2.1757, -2.1648, 4.2193], [1.3769, -2.6914, 6.0783], [3.8591, -3.6865, 3.7951], [2.9323, -0.2787, 4.4290], [2.5678, 0.7434, 3.2738], [3.4142, 2.0884, 3.2970], [5.2388, 1.7646, 3.1675], [5.5107, 0.1362, 2.2694], [6.5671, -0.9394, 3.0326], [4.8121, -0.0574, 0.9669], [4.5024, -1.4819, 0.6681], [3.9616, -1.6953, -0.8424], [4.7277, -0.9659, -1.8314], [4.5655, 0.4179, -1.4754], [5.4607, 0.6555, -0.1874], [-2.0157, -1.6855, 1.4567], [-2.7687, -1.1895, -0.1049], [-2.1322, -2.9084, 0.0647], [-0.6644, -0.3396, -0.8098], [-0.3587, -2.0789, -1.1652], [1.2855, -2.3018, 0.3890], [1.3299, -0.4916, 0.3602], [0.9096, -3.3219, 2.2171], [-0.2731, -2.6357, 3.3980], [0.2829, -2.9493, 6.0259], [1.4494, -1.7794, 6.7596], [2.0016, -3.4926, 6.5790], [3.3722, -4.5688, 2.8562], [4.0662, -0.3827, 4.5109], [2.6029, 0.1532, 5.4229], [2.5726, 0.2103, 2.2841], [1.4828, 1.0548, 3.4551], [3.2426, 2.6479, 4.2621], [3.1294, 2.7401, 2.4095], [3.6249, -1.7645, 1.3312], [5.3723, -2.1905, 0.7713], [4.1082, -2.8007, -1.0579], [2.8567, -1.5063, -0.9404], [4.7868, 1.1300, -2.3197], [3.4837, 0.5536, -1.1838], [6.5620, 0.3423, -0.3381], [5.3914, 1.7937, 0.0391], [-4.6127, -5.2011, -0.7064], [-4.3539, -4.9437, 1.1991], [-6.1966, -4.2868, -1.3471], [-3.0402, -4.7061, -1.7177], [-4.7710, -6.2641, -0.8678], [7.5271, 0.1752, 1.1225], [-2.4137, -7.1967, -4.3585], [-1.1188, -6.9671, -3.8006], [-3.3249, -7.5424, -3.3144], [-2.8652, -6.0091, -5.0078], [-2.3437, -8.2586, -5.3013], [-2.3595, 0.8885, -2.9641], [-1.5337, 1.5558, -3.8309], [-1.6188, 2.9005, -3.5524], [-2.5220, 3.0494, -2.4769], [-2.9622, 1.7848, -2.1317], [-2.4988, -0.1096, -2.9441], [-0.9601, 1.0188, -4.5700], [-1.0877, 3.6864, -4.0670], [-2.8196, 3.9733, -2.0041], [-3.6498, 1.4547, -1.3683], [0.9002, 3.1463, 2.9715], [8.7779, 2.1512, -4.8570], [9.5288, 2.9516, -3.8392], [8.9236, 2.5712, -2.6151], [8.4817, 1.2895, -2.8150], [8.1594, 0.5521, -1.9379], [8.4595, 0.9663, -4.1280], [9.3272, 4.2841, -4.0197], [7.8527, 2.6387, -5.1795], [9.3788, 1.9251, -5.7371], [10.5995, 2.7393, -3.8007], [0.1764, 5.9331, -1.3435], [-1.1446, 6.6961, -1.6338], [-2.1177, 5.9992, -1.0734], [0.1650, 4.9271, -1.7698], [1.0202, 6.4710, -1.7888], [0.3680, 5.8512, -0.2711], [-1.1669, 6.8352, -2.7297], [-0.9699, 7.7290, -1.2793], [7.5280, 4.4375, -2.2189], [-10.3046, -2.1531, 0.4223], [-9.9269, -1.5088, 1.7518], [-8.4153, -1.4760, 1.9888], [-7.8738, -2.8694, 2.0080], [-7.4582, -3.9533, 2.0269], [-9.9957, -3.2000, 0.3805], [-11.3873, -2.1287, 0.2825], [-9.8417, -1.6241, -0.4154], [-10.4167, -2.0551, 2.5629], [-10.3127, -0.4859, 1.7743], [-8.1944, -0.9950, 2.9440], [-7.9156, -0.9084, 1.1997], [-8.1882, 3.0529, 0.7577], [-6.6451, 3.9154, 0.9734], [-5.5764, 3.4113, 0.0300], [-5.0616, 1.7528, 0.4322], [-6.3419, 3.8114, 2.0152], [-6.8420, 4.9707, 0.7800], [-4.6902, 4.0446, 0.0996], [-5.9181, 3.4181, -1.0052]],
  "mulliken_charge": [-0.654, -0.300, -0.063, -0.253, -0.579, 0.228, -0.987, -0.414, -0.850, 0.516, -0.816, -0.152, -0.492, -0.108, 0.511, 0.236, -0.637, -0.448, -0.713, -0.870, 0.275, 0.192, -0.019, 0.137, 0.271, 0.488, -0.056, 0.337, 0.447, 0.308, 0.295, 0.274, 0.124, 0.062, 0.543, -0.481, 0.286, 0.492, 0.335, -0.471, 0.428, 0.364, 0.235, 0.327, 0.295, 0.940, 0.283, -0.314, -0.084, -0.038, 0.049, 0.391, 0.928, 0.611, -0.420, -0.395, -0.412, -0.386, 0.084, -0.588, -0.701, 0.064, -0.191, 0.226, 0.410, 0.466, 0.515, 0.016, 0.038, -0.400, 0.353, -0.482, 0.534, -0.485, -0.242, -0.323, 0.251, 0.313, 0.350, -0.852, -0.208, -0.410, 0.209, 0.340, 0.268, 0.229, 0.325, 1.058, -1.117, -0.467, -0.154, 0.153, -0.384, 0.345, 0.333, 0.283, 0.292, 0.310, 0.267, 0.174, -0.174, -0.541, -0.338, -0.177, 0.314, 0.377, 0.191, 0.351]
}



> What is the formula in the fourth record?

C29H52BBeBr3Cl2F5GaK2N3O6S3